The following is a quantum chemistry calculation of a 2-piece molecular cluster, C3H7ClNO overall, from the OMol25 dataset.

Output
Gap between HOMO and LUMO: 8.35 eV
Largest force on an atom: 0.85 eV/A
Energy relative to the best compared isomer or geometry (same formula, charge and spin): 2.5 kJ/mol
E: -708.811931 a.u.

```
! wB97M-V def2-TZVPD RIJCOSX def2/J DEFGRID3
* xyz -1 1
Cl 0.0606 -1.8283 -2.6021
C 1.6259 -0.7337 0.6050
C 0.4138 0.1474 0.8277
O 0.2442 0.7542 1.8906
N -0.4454 0.2003 -0.2075
C -1.6080 1.0300 -0.2781
H 2.0432 -0.5914 -0.3880
H 1.3348 -1.7821 0.6902
H 2.3225 -0.5196 1.4128
H -0.2390 -0.4038 -1.0119
H -2.5151 0.4490 -0.0792
H -1.6892 1.4268 -1.2913
H -1.5485 1.8512 0.4317
*
```

=====

The following is a quantum chemistry calculation of a 2-piece molecular cluster, C3H7ClNO2 overall in a non-equilibrium geometry, from the OMol25 dataset.

Output
Gap between HOMO and LUMO: 9.47 eV
Largest force on an atom: 4.59 eV/A
E: -783.575217 a.u.

```
! wB97M-V def2-TZVPD RIJCOSX def2/J DEFGRID3
* xyz 1 1
C -2.7639 -0.6286 0.2182
C 1.9504 -0.4882 0.1144
C 0.0100 0.8471 0.2482
N -0.5868 1.9675 -0.1960
O -3.7045 -1.4009 -0.3231
O 1.1900 0.6449 -0.2896
Cl -3.4961 0.9703 0.3455
H 2.9044 -0.4726 -0.4454
H 1.4497 -1.3913 0.0055
H 2.1488 -0.4985 1.1675
H -0.6633 0.1606 0.7710
H -3.5805 -2.2618 -0.6503
H -1.5864 2.0189 -0.1359
H -0.2127 2.6435 -0.8596
*
```

=====

| no. | HOMO (eV) |
| --- | --- |
| 1 | -4.5 |
| 2 | -14.0 |